The following is a DFT calculation (ωB97M-V/def2-TZVPD) of the ion C4H6NOS with charge +1 at a distorted geometry.

Values from the calculation:
HOMO energy = -0.5195 hartree
orbital gap = 9.8 eV
total energy = -683.91200 hartree
energy above the lowest of the compared OMol25 structures with the same formula, charge and spin = 11.0 kcal per mole
F_max = 4.04 eV/A
LUMO energy = -4.30 eV
net charge = +1

The geometry in XYZ format:
```
13
Properties=species:S:1:pos:R:3:forces:R:3:nbo_charge:R:1
C -1.951016 -1.200078 -0.098157 -1.43 -1.80 1.50 -0.521
C -1.458636 1.118298 0.032756 0.23 1.88 0.79 -0.110
C -0.618401 -1.010912 -0.011863 -1.29 1.39 -1.39 0.474
C 1.050678 0.853931 0.060372 -0.92 -0.89 -0.27 -0.435
N -0.380846 0.417233 -0.095507 1.91 -3.51 0.58 -0.289
O 0.369515 -1.890064 0.003900 1.19 2.87 0.63 -0.630
S -2.872691 0.226016 0.051449 0.33 0.53 -0.17 0.652
H -2.526324 -2.119314 0.160897 0.84 0.61 -0.79 0.284
H -1.237693 2.150507 0.354468 -1.06 -0.27 -0.76 0.278
H 1.180308 1.783221 -0.585578 0.15 -1.04 1.55 0.260
H 1.138627 0.823216 1.208446 0.81 0.75 -1.97 0.254
H 1.564315 -0.029999 -0.427415 0.07 1.43 0.83 0.258
H 0.123986 -2.758041 -0.213899 -0.83 -1.94 -0.52 0.525
```
Forces are in eV/Å.